Record 1
{"formula": "C4H5NOS2", "method": "wB97M-V/def2-TZVPD", "symbols": ["C", "N", "C", "O", "C", "S", "C", "S", "H", "H", "H", "H", "H"], "xyz": [[0.7981, 0.1588, 2.2856], [0.2952, 0.4353, 0.8873], [0.9980, 1.4670, 0.2118], [1.8159, 2.0920, 0.7767], [-0.5373, -0.4402, 0.1990], [-1.3438, -1.7084, 0.8250], [-0.9460, -0.1073, -1.2625], [0.0831, -0.0394, -2.4724], [0.8611, -1.0086, 2.2240], [1.7405, 0.6452, 2.4732], [0.0641, 0.4143, 3.1945], [0.9547, 1.5519, -0.9482], [-1.9188, 0.1097, -1.6124]], "forces_ev_per_a": [[-2.37, -2.76, 0.56], [0.00, 0.13, -0.26], [-0.23, -1.32, -2.63], [1.42, 1.78, 1.39], [-1.22, 1.30, -0.31], [0.35, -0.06, 0.07], [1.80, 0.03, 1.03], [0.91, -0.47, -0.94], [0.24, 2.13, 0.77], [0.15, 0.03, -0.35], [1.25, -0.38, -2.46], [-0.77, -0.27, 2.13], [-1.54, -0.14, 1.00]], "orbital_gap_ev": 7.829, "multiplicity": 1, "charge": 0, "homo_ev": -9.03, "e_lumo_ev": -1.203, "smiles": "CN(C=O)C(=S)C=S"}

---

Record 2
{"formula": "C6H7NO2", "method": "wB97M-V/def2-TZVPD", "symbols": ["C", "C", "O", "N", "C", "C", "C", "C", "O", "H", "H", "H", "H", "H", "H", "H"], "xyz": [[3.0595, 0.0158, -0.1856], [1.6517, -0.3576, 0.2704], [1.4053, -1.2136, 1.0534], [0.5944, 0.4199, -0.3513], [-0.6900, 0.1726, -0.0669], [-1.6782, 0.9046, 0.4538], [-2.8433, 0.0791, 0.4550], [-2.5145, -1.0638, -0.2671], [-1.1946, -0.9719, -0.5682], [3.7136, -0.5475, 0.1479], [3.0671, -0.1487, -1.2111], [3.1315, 1.2004, 0.0523], [0.8677, 1.0934, -1.1274], [-1.7798, 2.0978, 0.8506], [-3.8060, 0.4640, 0.9573], [-2.9844, -2.1444, -0.4631]], "forces_ev_per_a": [[-7.33, 7.90, -1.46], [-0.42, 1.46, -1.44], [-0.36, -0.84, 0.91], [4.39, 0.89, -1.05], [-1.31, 0.18, -0.78], [-1.70, 3.81, 2.16], [-1.80, 0.10, -0.23], [-0.89, -1.19, 1.16], [-0.17, -1.28, -0.19], [6.22, -4.93, 4.05], [0.03, 0.26, -2.23], [0.44, -2.90, -0.62], [-0.62, -1.35, 1.59], [0.95, -3.88, -1.10], [1.54, -1.24, -1.21], [1.01, 3.02, 0.45]], "orbital_gap_ev": 9.387, "multiplicity": 1, "charge": 0, "homo_ev": -8.62, "e_lumo_ev": 0.762, "smiles": "CC(=O)Nc1ccco1"}

---

Record 3
{"formula": "C35H42GeN2O5PW", "method": "wB97M-V/def2-TZVPD", "symbols": ["W", "C", "C", "O", "C", "C", "C", "N", "N", "C", "O", "C", "C", "C", "C", "C", "C", "H", "H", "H", "H", "H", "H", "H", "H", "H", "H", "H", "H", "C", "Ge", "C", "C", "C", "C", "C", "C", "C", "C", "C", "C", "C", "C", "C", "C", "C", "C", "H", "H", "H", "H", "H", "H", "H", "H", "H", "H", "H", "H", "H", "H", "H", "C", "C", "O", "P", "O", "C", "C", "O", "C", "C", "H", "H", "H", "H", "H", "H", "H", "H", "H", "H", "H", "H", "H", "H", "H"], "xyz": [[-0.3390, 0.3548, -0.1074], [-3.8641, 0.7352, 2.3792], [-3.0433, 0.8703, 1.1453], [-1.8297, 0.5078, 1.1999], [-3.6227, 1.4126, -0.0313], [-2.9825, 1.6845, -1.2089], [-3.6982, 2.3803, -2.3172], [-1.6557, 1.3390, -1.4151], [-1.1633, 1.7512, -2.5703], [0.0988, 1.2901, -2.7627], [0.6674, 0.6027, -1.8425], [0.7551, 1.5440, -4.0244], [0.0842, 2.2324, -5.0450], [0.7219, 2.4592, -6.2493], [2.0227, 2.0066, -6.4380], [2.6966, 1.3276, -5.4257], [2.0686, 1.0959, -4.2196], [-3.2946, 0.2657, 3.1761], [-4.7504, 0.1357, 2.1606], [-4.2190, 1.7168, 2.7017], [-4.6619, 1.6998, 0.0436], [-4.7333, 2.5580, -2.0410], [-3.6567, 1.7863, -3.2302], [-3.2145, 3.3319, -2.5400], [-0.9275, 2.5759, -4.8840], [0.2103, 2.9858, -7.0426], [2.5195, 2.1855, -7.3825], [3.7096, 0.9853, -5.5852], [2.5837, 0.5788, -3.4212], [-0.2600, -2.6143, -2.7148], [-0.6954, -1.9821, -0.9404], [1.0346, -1.4872, 0.1096], [2.2835, -1.4229, -0.5475], [3.4616, -1.5710, 0.1554], [3.4240, -1.7534, 1.5440], [2.2145, -1.8245, 2.2191], [1.0404, -1.7208, 1.4952], [-1.7913, -3.0816, 0.1968], [-3.0742, -2.6470, 0.4289], [-3.9700, -3.3946, 1.2237], [-3.5509, -4.5639, 1.7876], [-2.2358, -5.0486, 1.5782], [-1.8038, -6.2676, 2.1591], [-0.5422, -6.7356, 1.9398], [0.3520, -6.0041, 1.1268], [-0.0355, -4.8246, 0.5600], [-1.3409, -4.3102, 0.7673], [0.0175, -3.6666, -2.6889], [0.5465, -2.0251, -3.1489], [-1.1454, -2.4987, -3.3404], [2.3151, -1.2616, -1.6175], [4.4117, -1.5430, -0.3606], [4.3514, -1.8593, 2.0930], [2.1910, -1.9974, 3.2867], [0.0947, -1.8430, 2.0157], [-3.4247, -1.7239, -0.0249], [-4.9837, -3.0480, 1.3756], [-4.2277, -5.1467, 2.4003], [-2.4968, -6.8249, 2.7770], [-0.2232, -7.6695, 2.3818], [1.3484, -6.3878, 0.9514], [0.6655, -4.2748, -0.0596], [3.6874, 2.1358, 3.7407], [3.7110, 3.0259, 2.5234], [2.3680, 3.1444, 1.9496], [1.9017, 2.1066, 0.8468], [0.7274, 1.1513, 1.6542], [0.0757, 1.7064, 2.8721], [-0.1118, 0.6021, 3.8785], [0.6792, 2.9405, 0.1172], [1.0644, 3.9260, -0.8905], [1.0531, 5.3159, -0.3031], [4.6821, 2.0952, 4.1845], [3.3947, 1.1166, 3.4760], [2.9995, 2.5202, 4.4938], [4.3851, 2.6444, 1.7542], [4.0001, 4.0452, 2.7632], [-0.8515, 2.1811, 2.5672], [0.7417, 2.4738, 3.2505], [-0.7297, -0.2053, 3.4889], [-0.5977, 1.0077, 4.7671], [0.8524, 0.1946, 4.1821], [0.3362, 3.8273, -1.6951], [2.0488, 3.6583, -1.2878], [0.0672, 5.5583, 0.0918], [1.3005, 6.0420, -1.0778], [1.7816, 5.4102, 0.5008]], "forces_ev_per_a": [[0.11, 0.30, -0.31], [0.00, -0.01, 0.00], [-0.11, -0.08, -0.10], [-0.52, 0.02, 0.58], [-0.02, -0.04, 0.14], [0.16, -0.03, -0.13], [-0.03, 0.02, 0.02], [-0.20, -0.09, -0.12], [0.12, -0.05, -0.10], [-0.20, -0.02, -0.11], [0.33, 0.14, -0.50], [0.02, 0.07, 0.10], [-0.01, 0.02, -0.04], [0.00, -0.02, 0.04], [0.01, 0.01, -0.03], [0.00, -0.01, 0.03], [0.02, 0.00, -0.03], [0.01, 0.00, -0.01], [0.00, 0.00, 0.01], [0.00, 0.00, 0.00], [0.00, 0.01, -0.02], [0.00, 0.00, -0.01], [0.00, -0.01, 0.00], [0.00, 0.00, 0.00], [0.00, 0.00, 0.00], [0.00, 0.00, 0.00], [0.00, 0.00, 0.00], [0.00, 0.00, 0.00], [-0.01, 0.00, 0.00], [0.04, 0.07, -0.07], [0.05, 0.21, 0.26], [0.27, 0.08, 0.22], [-0.05, -0.03, -0.01], [-0.07, -0.05, 0.23], [0.04, 0.02, -0.21], [0.15, -0.09, -0.16], [-0.34, -0.22, 0.13], [-0.11, -0.12, 0.05], [-0.04, -0.02, 0.01], [0.05, 0.00, -0.02], [-0.02, 0.00, 0.01], [-0.02, -0.05, 0.06], [-0.02, 0.03, -0.02], [0.04, 0.01, -0.02], [-0.01, -0.05, 0.03], [-0.03, 0.02, -0.03], [0.03, 0.04, -0.04], [0.00, -0.01, 0.00], [0.01, -0.03, -0.01], [0.00, -0.06, -0.01], [0.02, 0.04, 0.01], [0.01, 0.00, 0.00], [0.01, 0.00, -0.02], [-0.02, -0.01, 0.00], [-0.02, 0.03, -0.03], [0.00, 0.01, 0.01], [0.00, 0.01, -0.01], [0.01, -0.01, 0.00], [-0.01, 0.00, 0.00], [0.01, 0.00, 0.00], [0.00, 0.00, 0.00], [0.00, -0.03, 0.00], [0.00, -0.01, 0.01], [0.00, -0.01, -0.03], [0.01, 0.12, 0.12], [-0.16, -0.18, -0.33], [0.40, 0.29, 0.45], [0.06, -0.20, 0.05], [0.01, 0.00, 0.00], [0.15, -0.10, -0.03], [-0.05, 0.02, 0.03], [0.01, 0.01, 0.01], [0.00, 0.00, 0.00], [0.00, 0.00, 0.00], [0.00, 0.00, 0.00], [0.00, 0.00, 0.00], [-0.01, 0.00, 0.01], [-0.04, -0.02, -0.03], [-0.01, 0.01, 0.01], [-0.02, 0.02, 0.00], [0.00, 0.01, -0.01], [-0.01, -0.01, 0.00], [-0.01, 0.00, 0.00], [0.00, 0.00, -0.01], [0.00, 0.00, -0.01], [0.00, -0.01, -0.01], [0.00, 0.00, 0.00]], "orbital_gap_ev": [6.547, 4.481], "multiplicity": 4, "charge": 2, "homo_ev": [-12.68, -12.68], "e_lumo_ev": [-6.132, -8.195]}

---

Record 4
{"formula": "C9H21HfINOP2", "method": "wB97M-V/def2-TZVPD", "symbols": ["C", "I", "H", "H", "H", "Hf", "P", "C", "C", "H", "H", "H", "H", "H", "H", "C", "H", "H", "H", "P", "C", "C", "H", "H", "H", "C", "H", "H", "H", "H", "H", "H", "C", "O", "N", "C"], "xyz": [[0.0741, -0.1077, -4.0336], [-1.7527, -0.4675, -2.7110], [0.9441, -0.0140, -3.3956], [-0.1331, 0.8145, -4.5833], [0.1211, -0.9737, -4.7009], [-0.4395, -0.0597, -0.3468], [0.1982, 2.4414, 0.0975], [-1.3822, 3.3600, 0.0210], [0.7364, 3.0663, 1.7461], [0.7427, 4.1637, 1.7703], [1.1628, 4.4982, -0.7977], [1.7381, 2.6948, 1.9831], [2.3455, 3.1375, -0.7921], [-2.0108, 3.0871, 0.8760], [0.0862, 2.6770, 2.5355], [1.3010, 3.4197, -0.9839], [-1.1596, 4.4437, 0.0522], [1.0809, 3.1784, -2.0317], [-1.9206, 3.1184, -0.9020], [0.1942, -2.4487, 0.4192], [-1.3619, -3.4088, 0.4826], [1.3085, -3.5279, -0.5462], [1.7651, -2.3623, 2.2825], [0.7986, -3.8769, 2.3069], [0.1120, -2.3029, 2.8531], [0.7707, -2.7952, 2.1304], [2.3436, -3.1806, -0.4302], [1.2124, -4.5661, -0.1863], [-1.0868, -4.4657, 0.6622], [-1.9163, -3.3143, -0.4566], [1.0475, -3.4557, -1.6089], [-1.9838, -3.0411, 1.3058], [-2.2420, -0.0134, 0.7368], [-3.2131, -0.0417, 1.3988], [0.3569, 0.2042, 3.0030], [0.1619, 0.1190, 1.8438]], "forces_ev_per_a": [[-0.12, 0.13, -0.40], [-0.12, -0.07, -1.65], [0.04, -0.09, 0.13], [-0.27, -0.15, 0.32], [-0.23, 0.00, 0.40], [4.10, 0.50, 0.00], [0.90, 3.09, 1.22], [-0.63, -0.57, -0.52], [0.33, -0.92, 0.43], [-0.10, -0.27, -0.36], [-0.06, -0.50, 0.01], [-0.04, 0.13, -0.09], [-0.24, 0.14, 0.02], [0.07, 0.19, -0.07], [0.00, 0.23, -0.20], [0.22, -0.67, -0.71], [-0.03, -0.54, 0.01], [0.11, 0.35, 0.10], [-0.10, 0.32, 0.07], [0.97, -2.81, 1.58], [-0.52, 0.45, -0.46], [0.15, 0.56, -0.68], [-0.07, -0.19, -0.03], [-0.05, 0.19, -0.27], [0.05, -0.30, -0.13], [0.23, 0.91, 0.14], [-0.20, -0.17, 0.04], [-0.03, 0.46, -0.11], [-0.13, 0.51, -0.08], [-0.07, -0.31, 0.12], [0.11, -0.32, 0.14], [0.04, -0.21, -0.06], [-9.20, -0.16, 6.18], [5.84, 0.22, -4.05], [-0.31, -0.14, -2.12], [-0.64, 0.01, 1.08]], "orbital_gap_ev": 6.814, "multiplicity": 1, "charge": 3, "homo_ev": -20.77, "e_lumo_ev": -13.955}